{
  "formula": "C3H18N2O4S",
  "method": "ωB97M-V/def2-TZVPD",
  "species": ["N", "C", "C", "S", "C", "N", "H", "H", "H", "H", "H", "H", "H", "H", "H", "H", "H", "H", "O", "H", "H", "O", "H", "H", "O", "H", "H", "O"],
  "xyz": [[1.724, -0.068, -0.421], [0.684, 0.626, 0.330], [0.297, -0.401, 1.459], [1.710, -1.075, 2.336], [-0.500, 0.894, -0.604], [-0.029, 1.630, -1.750], [2.623, 0.407, -0.385], [1.501, -0.075, -1.419], [1.004, 1.518, 0.860], [-0.093, -1.335, 1.057], [-0.393, 0.036, 2.166], [2.553, -1.021, 1.305], [-1.043, -0.035, -0.799], [-1.215, 1.454, 0.024], [0.792, 2.182, -1.551], [-0.751, 2.231, -2.120], [1.904, 3.757, 1.205], [0.474, 3.831, 0.687], [1.364, 4.117, 0.494], [-1.739, -1.972, 0.013], [-2.721, -3.024, -0.251], [-2.432, -2.180, -0.619], [-0.105, -2.203, -2.727], [1.395, -2.467, -2.994], [0.692, -1.823, -3.113], [-2.483, -2.119, 2.958], [-2.939, -1.144, 1.755], [-2.273, -1.741, 2.103]],
  "mulliken_spin": [0.129, -0.009, -0.029, 0.779, 0.023, 0.021, -0.003, -0.003, 0.005, 0.108, -0.016, -0.015, -0.006, 0.002, 0.000, -0.001, 0.000, -0.001, 0.001, 0.011, 0.001, 0.001, 0.000, 0.000, 0.000, 0.000, 0.000, 0.001],
  "s2": 0.754,
  "largest_force_ha_per_bohr": 0.043,
  "total_energy_ha": -933.4087,
  "total_charge": 1,
  "lumo_energy_ev": [-3.030, -8.382],
  "homo_ev": [-12.95, -12.82],
  "gap_ev": [9.92, 4.44],
  "multiplicity": 2
}